This record from the Open Molecules 2025 dataset describes an isolated ion of composition C6H12N3O2 and charge +1. The level of theory is the ωB97M-V functional and the def2-TZVPD basis.

```
23
Properties=species:S:1:pos:R:3
N -1.72359 0.16213 -2.68265
C -1.22357 -0.31315 -1.69482
C -1.16968 -0.79765 -0.45096
N -0.61323 -2.18789 -0.09811
C -1.05802 0.10325 0.80976
C -0.60234 1.52388 0.41683
C 0.71275 1.50960 -0.44164
C 1.56026 0.64028 0.45446
N 2.00410 -0.54776 0.21913
O 1.66084 -1.22951 -0.82778
O 3.04500 -1.04533 1.01618
H -1.29618 0.61663 -3.44241
H -1.08167 -2.78199 -0.68207
H -0.90241 -2.39970 0.92683
H 0.60806 -2.06969 -0.38743
H -1.95128 0.00917 1.41684
H -0.29063 -0.31783 1.31544
H -1.40050 2.10596 0.02954
H -0.30405 2.01701 1.35519
H 0.64997 1.07401 -1.46768
H 1.12531 2.46003 -0.38356
H 1.80919 1.29514 1.29915
H 3.72095 -1.68240 0.56157
```

Net charge = +1
Frontier orbital gap = 9.207 eV
Multiplicity = 1
Structure (SMILES) = N=C=C([NH3+])CCC/C=[N+](\[O-])O

Here are the natural (NBO) charges for atoms 1 to 8, given in e: -0.531, 0.397, -0.092, -0.748, -0.408, -0.392, -0.442, 0.116



This record from the Open Molecules 2025 dataset describes a 8-piece molecular cluster, C27H42O24 overall. The level of theory is the ωB97M-V functional and the def2-TZVPD basis.

```
93
Properties=species:S:1:pos:R:3
C 17.52524 14.16914 14.86994
C 17.92357 12.99359 13.93473
C 17.18319 11.75529 14.39552
O 16.91337 11.13303 13.17151
C 16.89850 12.06642 12.16909
O 16.39623 11.76636 11.04940
O 17.42938 13.19228 12.55552
H 16.49077 14.33323 15.17169
H 17.86295 15.05846 14.33781
H 18.12807 13.92288 15.74404
H 18.97351 12.70276 13.96864
H 16.37294 12.02845 15.07152
H 17.89222 11.15701 14.96774
C 12.20863 4.04750 18.31127
C 11.37257 5.29888 17.88820
C 10.19714 5.63297 18.77390
O 10.33040 7.03973 19.03217
C 11.50163 7.45915 18.47883
O 11.93070 8.59243 18.65646
O 12.17030 6.42163 17.90355
H 12.60436 4.18145 19.31803
H 12.91052 3.70189 17.55232
H 11.69973 3.08583 18.37698
H 10.96944 5.27272 16.87583
H 10.14958 4.94209 19.61564
H 9.33831 5.35585 18.16258
C 9.16557 13.01807 10.09062
C 8.30236 13.86404 9.19409
O 9.05144 14.68389 8.28006
C 8.45992 15.57387 7.44242
O 7.19301 15.78496 7.33317
O 9.49117 16.02537 6.66832
C 9.18589 16.68957 5.42187
H 8.54668 12.80117 10.96127
H 10.14477 13.46609 10.25961
H 9.49051 12.20825 9.43740
H 7.74609 14.62510 9.74130
H 7.60470 13.26133 8.61261
H 9.99737 16.63974 4.69584
H 9.04310 17.76056 5.56574
H 8.35481 16.25486 4.86651
C 1.57172 20.08273 10.97999
O 0.40895 20.83475 10.70939
C -0.08994 20.93027 9.48599
O 0.31800 20.13233 8.58713
O -0.95239 22.05800 9.41940
C -1.61714 22.30467 8.18564
H 1.39709 19.16890 11.54790
H 2.37248 20.56609 11.53968
H 2.15596 19.89042 10.08011
H -2.07360 23.28810 8.29798
H -2.31752 21.51925 7.90160
H -0.90502 22.28079 7.36077
O 14.23300 13.93471 24.32200
C 15.29583 14.48587 24.06451
O 15.59756 15.81470 24.30055
C 16.88798 16.01609 23.74790
C 17.52078 14.60543 23.79192
O 16.36922 13.82849 23.70018
H 16.66131 16.28270 22.71560
H 17.39522 16.81990 24.28146
H 17.97761 14.44648 24.76872
H 18.17264 14.53744 22.92097
O 5.32549 15.98656 25.43340
C 4.95284 14.83811 25.73296
O 5.03511 14.27613 26.98658
C 4.59240 12.94128 27.00252
C 4.33148 12.64514 25.48639
O 4.49092 13.94721 24.90178
H 5.29500 12.26790 27.49344
H 3.63050 12.97461 27.51412
H 3.34644 12.27932 25.19661
H 5.23645 12.19574 25.07754
O 11.59261 22.53162 11.29777
C 12.61170 22.07668 11.74012
O 12.97384 22.19244 12.99484
C 14.03069 21.51873 13.25966
C 14.51143 21.11907 11.91129
O 13.49467 21.62611 11.05102
H 14.79426 22.12280 13.74972
H 13.71702 20.67934 13.88026
H 14.47217 20.04611 11.72334
H 15.47450 21.56912 11.67036
O 8.42106 17.38404 16.40230
C 8.92459 17.25829 17.50214
O 10.08119 16.80796 17.75963
C 10.59429 17.18246 18.92908
C 9.33948 17.50261 19.73727
O 8.41229 17.72885 18.69496
H 11.10568 16.29309 19.29734
H 11.18412 18.09400 18.83275
H 9.48601 18.38819 20.35565
H 8.89159 16.70653 20.33204
```

Net charge = 0
Frontier orbital gap = 10.555 eV
Multiplicity = 1
Structure (SMILES) = C[C@H]1COC(=O)O1.C[C@H]1COC(=O)O1.CCOC(=O)OC.COC(=O)OC.O=C1OCCO1.O=C1OCCO1.O=C1OCCO1.O=C1OCCO1

Here are the Mulliken charges for atoms 1 to 8, given in e: -1.287, 0.368, -0.462, -0.307, 0.630, -0.593, -0.325, 0.354



This record from the Open Molecules 2025 dataset describes a 2-piece molecular cluster, C3H8O2 overall. The level of theory is the ωB97M-V functional and the def2-TZVPD basis.

```
13
Properties=species:S:1:pos:R:3
C -2.32872 0.16027 2.03600
C -1.91470 0.11168 0.48633
C -0.91074 1.17031 0.18002
O -1.15562 2.12218 -0.52399
H -1.97237 -0.76541 2.46708
H -3.41271 0.07684 2.03786
H -1.94058 1.07478 2.46423
H -1.47193 -0.88048 0.35868
H -2.76139 0.09657 -0.18823
H 0.11018 1.11694 0.61368
O 5.29763 -2.63696 -2.00659
H 5.01842 -3.43726 -2.44873
H 4.53320 -2.06646 -2.01424
```

Net charge = 0
Frontier orbital gap = 10.665 eV
Multiplicity = 1
Structure (SMILES) = CCC=O.O

Here are the natural (NBO) charges for atoms 1 to 8, given in e: -0.599, -0.509, 0.427, -0.521, 0.212, 0.221, 0.215, 0.216



This record from the Open Molecules 2025 dataset describes C14H25ClO3P2Y as an isolated structure. The level of theory is the ωB97M-V functional and the def2-TZVPD basis.

```
46
Properties=species:S:1:pos:R:3
Y -0.21546 -0.17780 -0.40544
H 1.13791 0.28915 1.20528
H 0.36866 0.18286 1.64856
P 2.25714 -0.15696 -1.31402
P -2.41901 -0.63803 0.89494
C -3.50051 0.70839 0.55017
H -4.45487 0.33551 0.90179
H -3.21096 1.61362 1.09318
H -3.54763 0.94908 -0.51575
C -2.88115 -2.06467 -0.03801
H -2.18938 -2.89136 0.13418
H -3.86053 -2.27575 0.36791
H -2.93388 -1.85667 -1.11018
C -2.33213 -0.98080 2.59275
H -2.05286 -0.09919 3.17560
H -3.34556 -1.28637 2.82239
H -1.62802 -1.78592 2.81571
C 1.98978 -1.47746 -2.51875
H 2.94587 -1.53500 -3.02899
H 1.75162 -2.42810 -2.03110
H 1.18984 -1.23598 -3.22775
C 2.57276 1.33635 -2.17073
H 2.72155 2.15495 -1.46162
H 3.48297 1.13216 -2.72169
H 1.76217 1.61513 -2.85054
C 3.55567 -0.59957 -0.25500
H 3.35130 -1.52574 0.28819
H 4.40333 -0.72199 -0.91858
H 3.73942 0.19585 0.46894
C -0.41325 1.99789 -0.55930
O -0.66380 3.08883 -0.76490
H 0.34754 -1.78497 0.35615
Cl -1.94730 6.59928 6.09305
C -1.42185 5.42386 5.00760
C -0.08729 5.40977 4.56680
C 0.34329 4.42935 3.65787
C -0.53253 3.46394 3.18359
C -1.86786 3.46234 3.61192
C -2.31117 4.44322 4.52648
C -0.00426 2.46794 2.19165
O 1.23046 2.54470 1.84785
O -0.89493 1.63995 1.76138
H 0.61177 6.16401 4.93065
H 1.38414 4.44910 3.33373
H -2.56406 2.71143 3.24718
H -3.34299 4.44435 4.85863
```

Net charge = +1
Frontier orbital gap = 6.475 eV
Multiplicity = 1

Here are the natural (NBO) charges for atoms 1 to 8, given in e: 1.621, -0.005, 0.086, 0.817, 0.836, -0.962, 0.243, 0.295